Entry 1:
Formula: C3H3ClO
Source: the Open Molecules 2025 dataset
Level of theory: ωB97M-V/def2-TZVPD

Relative energy (zero: lowest compared OMol25 entry of this formula, charge and spin) = 3.209 eV
Frontier orbital gap (alpha / beta) = 8.9 / 7.3 eV
HOMO energy (alpha / beta) = -9.8 / -8.7 eV
Charge = 0

Each line ends with the Löwdin charge.
Positions of all 8 atoms, in Å:
Cl  -2.86088  -2.10227  0.41069  0.670
O  -1.83053  0.36500  1.27193  -0.048
C  -1.40144  -1.53803  -0.22425  -0.436
C  0.23300  0.68673  0.55086  0.155
C  -0.95232  -0.13503  0.54781  -0.472
H  -0.05706  1.53006  1.18448  0.082
H  -1.18087  -1.84395  -1.18482  0.003
H  1.15629  0.53925  0.06425  0.046

***

Entry 2:
Formula: H10O5
Source: the Open Molecules 2025 dataset
Level of theory: ωB97M-V/def2-TZVPD

Relative energy (zero: lowest compared OMol25 entry of this formula, charge and spin) = 5.571 eV
Frontier orbital gap = 8.2 eV
HOMO energy = -7.5 eV
Charge = 0

Each line ends with the Löwdin charge.
Positions of all 15 atoms, in Å:
O  -0.38743  2.78688  -0.35372  -0.055
O  -0.16124  -0.67281  -0.53156  -0.137
O  3.45073  -0.57509  -0.16692  -0.052
O  -2.55174  -1.27212  -0.34275  -0.057
O  -0.24821  -0.01588  0.99075  -0.132
H  -1.86837  -1.64163  0.22773  0.017
H  -0.88966  3.47192  0.10178  0.035
H  0.76757  -0.86448  -0.70348  0.071
H  -0.45807  -0.21783  -1.32772  0.075
H  -1.03804  2.09846  -0.53196  0.025
H  3.99550  -1.18823  -0.67315  0.034
H  -0.91625  -0.68159  1.18959  0.042
H  -3.36603  -1.68079  -0.02824  0.047
H  -0.38508  0.66164  1.66247  0.049
H  4.05630  -0.20845  0.48718  0.037

***

Entry 3:
Formula: C3H6N2S2
Source: the Open Molecules 2025 dataset
Level of theory: ωB97M-V/def2-TZVPD

Relative energy (zero: lowest compared OMol25 entry of this formula, charge and spin) = 2.565 eV
Frontier orbital gap = 8.7 eV
SMILES = SCN1N=CCS1
HOMO energy = -8.0 eV
Charge = 0

Each line ends with the Löwdin charge.
Positions of all 13 atoms, in Å:
S  1.40398  -1.88211  -1.41007  0.666
S  -1.44405  -0.41541  -0.04614  0.863
N  0.01025  0.42980  -0.68667  -0.493
N  0.66459  0.94651  0.35293  -0.021
C  0.08939  1.06149  1.48988  -0.186
C  -1.19878  0.29488  1.62930  -0.444
C  0.83197  -0.17271  -1.64484  -0.639
H  0.33062  -0.17558  -2.64262  0.085
H  0.39139  -2.47442  -2.08792  -0.145
H  -1.98677  0.79077  2.15523  0.054
H  1.71146  0.46132  -1.71246  0.076
H  -1.09122  -0.60942  2.34991  0.092
H  0.28718  1.74488  2.25347  0.091

***

Entry 4:
Formula: BrNaPt
Source: the Open Molecules 2025 dataset
Level of theory: ωB97M-V/def2-TZVPD

Relative energy (zero: lowest compared OMol25 entry of this formula, charge and spin) = 0.016 eV
Frontier orbital gap (alpha / beta) = 9.6 / 6.8 eV
HOMO energy (alpha / beta) = -20.9 / -20.6 eV
<S²> = 2.01
Charge = +2
Multiplicity = 3

Each line ends with the Löwdin spin population.
Positions of all 3 atoms, in Å:
Pt  -0.80110  -1.63811  -1.58412  1.245
Br  0.55819  0.31721  -0.61465  0.747
Na  0.24291  1.32090  2.19877  0.008

***

Entry 5:
Formula: C49H42BrF4INO4PSTeTi
Source: the Open Molecules 2025 dataset
Level of theory: ωB97M-V/def2-TZVPD

Relative energy (zero: lowest compared OMol25 entry of this formula, charge and spin) = 3.001 eV
Frontier orbital gap (alpha / beta) = 4.6 / 4.5 eV
HOMO energy (alpha / beta) = -2.9 / -2.8 eV
<S²> = 0.76
Charge = -1
Multiplicity = 2

Each line ends with the Löwdin spin population.
Positions of all 106 atoms, in Å:
I  -1.12544  -4.98685  0.47206  0.006
Te  -1.63774  0.39835  0.79826  0.003
Br  0.13366  -2.14745  2.15856  0.012
Ti  0.02366  -1.98495  -0.46914  0.894
S  -2.04144  -2.22835  -1.94924  0.009
P  2.58726  -1.95085  -0.08584  0.029
F  3.97026  -1.01295  5.61766  0.000
F  5.94856  -1.56665  3.79106  0.000
F  5.29656  -2.18475  1.21396  0.000
F  1.34836  -1.40295  4.91486  0.000
O  -0.33324  1.89185  -1.06824  -0.003
O  -0.67934  -1.86515  -2.39534  0.016
O  -2.47444  -3.51655  -2.40474  0.000
O  -1.99694  -2.08605  -0.46904  0.012
N  0.32106  -0.11475  -0.30754  -0.027
C  -4.50894  1.43315  1.26456  0.000
C  1.97866  -1.84105  2.68106  0.013
C  -4.02814  3.98665  2.19116  0.000
C  -4.97684  0.87395  -3.52134  0.000
C  -6.46224  4.35015  2.70976  0.000
C  2.30676  -1.55145  3.98296  0.001
C  0.82566  1.66115  2.17096  0.000
C  4.34396  -5.63255  -0.69884  0.001
C  4.73566  -0.65635  -1.52044  0.000
C  2.98466  2.20945  -3.53244  0.001
C  1.44096  0.88555  -2.24104  0.001
C  -2.75384  0.29205  -2.78144  0.000
C  0.38316  -4.03835  -0.76014  -0.001
C  2.97366  -2.09615  1.67446  0.003
C  -3.17984  -1.01035  -2.56024  0.003
C  -4.50404  -1.36955  -2.77314  0.001
C  5.30676  1.64515  -1.11904  0.000
C  -3.18874  1.88865  1.35056  0.000
C  1.28176  1.80355  4.51346  0.000
C  3.58236  0.59095  0.16786  0.000
C  -5.55464  2.23555  1.69176  0.000
C  -1.59984  3.80745  1.69646  0.000
C  2.68456  -0.10765  -4.04184  0.001
C  3.31076  1.09955  -4.29174  0.000
C  3.48266  -3.48315  -2.19974  0.002
C  3.45276  -3.40065  -0.80784  0.004
C  -2.15704  0.30405  4.08126  0.000
C  -4.80194  0.06675  0.72206  0.001
C  -3.65174  1.22635  -3.26064  0.000
C  3.96216  -4.61365  -2.83074  0.000
C  -5.33084  3.50915  2.19386  0.000
C  4.31886  -1.95175  2.11776  0.000
C  0.04066  1.25255  4.77646  0.000
C  -0.41884  1.09875  2.42296  -0.001
C  3.73316  -0.59215  -0.55674  0.003
C  4.65636  -1.63425  3.40046  0.000
C  -2.96824  3.20665  1.75386  0.000
C  1.67846  2.01305  3.20366  0.000
C  4.35716  1.69815  -0.11134  0.000
C  -5.39534  -0.42695  -3.25084  0.000
C  1.76566  -0.22425  -3.01264  0.008
C  3.87786  -4.49585  -0.06354  0.000
C  4.38506  -5.69995  -2.08124  0.000
C  -5.91984  1.88195  -4.10464  0.000
C  3.64026  -1.40245  4.36306  0.001
C  2.04386  2.10645  -2.52594  0.000
C  0.40496  0.86865  -1.14924  -0.002
C  -0.82114  0.88835  3.74736  0.000
C  5.49936  0.45895  -1.80604  0.000
H  6.24926  0.40365  -2.58274  0.000
H  -5.60764  2.14995  -5.11344  0.000
H  1.27956  -4.62045  -0.52464  -0.001
H  -2.41104  -0.48535  3.36966  0.000
H  -2.15394  -0.10955  5.08676  0.000
H  -5.91834  2.78715  -3.50054  0.000
H  -4.80304  -2.38645  -2.57134  0.000
H  1.26226  -1.16975  -2.84704  0.007
H  -5.87454  -0.09005  0.61876  0.000
H  -1.04594  3.58565  2.60826  0.000
H  -6.54794  5.27825  2.14536  0.000
H  3.82326  -4.46365  1.01656  0.000
H  -7.40804  3.81785  2.63856  0.000
H  -4.33664  -0.05785  -0.25944  0.000
H  -1.72184  0.56495  -2.61144  0.000
H  2.84916  0.61815  0.96236  0.000
H  4.72146  -6.59975  -2.57444  0.000
H  1.75336  2.97375  -1.95574  0.000
H  -0.26294  1.08885  5.80056  0.000
H  -3.32174  2.24095  -3.43384  0.000
H  3.10626  -2.65155  -2.78244  0.001
H  2.64216  2.45725  2.98816  0.000
H  5.90136  2.51485  -1.35914  0.000
H  -1.66354  4.88805  1.58746  0.000
H  -6.29104  4.61235  3.75366  0.000
H  -6.93134  1.48675  -4.15114  0.000
H  0.08646  -4.29425  -1.78704  0.000
H  3.98966  -4.65625  -3.91024  0.000
H  -2.92704  1.07215  4.01596  0.000
H  4.93216  -1.57955  -2.04494  0.000
H  4.66516  -6.48085  -0.11354  0.000
H  -6.56804  1.86005  1.63716  0.000
H  4.05136  1.17555  -5.07594  0.000
H  -4.39594  -0.70145  1.38466  0.000
H  1.93586  2.07095  5.33076  0.000
H  2.90796  -0.96065  -4.66624  0.000
H  -1.05584  3.38665  0.85206  0.000
H  3.45396  3.16095  -3.74034  0.000
H  -3.83244  4.99285  2.53596  0.000
H  -6.42734  -0.69955  -3.42094  0.000
H  4.22356  2.60815  0.45326  0.000
H  1.11506  1.85515  1.14876  0.000

***

Entry 6:
Formula: N2
Source: the Open Molecules 2025 dataset
Level of theory: ωB97M-V/def2-TZVPD

Relative energy (zero: lowest compared OMol25 entry of this formula, charge and spin) = 3.984 eV
Frontier orbital gap = 12.5 eV
SMILES = N#N
HOMO energy = -13.4 eV
Charge = 0

Each line ends with the Löwdin charge.
Positions of all 2 atoms, in Å:
N  0.00000  0.00000  0.69976  0.000
N  0.00000  0.00000  -0.69976  0.000